{
  "formula": "C26H36BBrF2N3O11P",
  "method": "wB97M-V/def2-TZVPD",
  "lumo_ev": -3.97,
  "gap_ev": 5.05,
  "homo_ev": -9.0,
  "mol_weight_da": 726.27,
  "species": ["C", "C", "C", "C", "C", "O", "O", "C", "O", "C", "C", "O", "C", "C", "C", "C", "C", "O", "Br", "C", "C", "C", "C", "C", "C", "N", "P", "N", "C", "N", "C", "C", "O", "C", "C", "O", "H", "H", "H", "H", "H", "H", "H", "H", "H", "H", "H", "H", "H", "H", "H", "H", "H", "H", "H", "H", "H", "H", "H", "H", "H", "H", "H", "H", "H", "H", "H", "H", "H", "H", "H", "H", "B", "O", "C", "O", "C", "O", "O", "F", "F"],
  "xyz": [[1.117, -2.474, 5.327], [0.460, -2.567, 3.993], [0.884, -1.672, 2.666], [0.507, -0.078, 2.615], [-0.305, 0.664, 3.859], [0.363, 0.807, 5.025], [-1.701, 1.115, 3.648], [-2.642, -0.027, 3.764], [-3.012, -0.635, 2.477], [-4.475, -0.774, 2.390], [-5.008, -1.650, 1.109], [-4.397, -2.986, 0.988], [-4.550, -3.386, -0.446], [-4.126, -4.944, -0.737], [0.981, 0.737, 1.233], [0.600, 2.329, 1.179], [-0.982, 2.650, 0.870], [-1.461, 3.853, 1.289], [-2.278, 1.449, -0.068], [1.753, -0.099, 0.006], [2.173, 0.818, -1.296], [0.853, 1.270, -2.219], [1.361, 2.107, -3.574], [0.029, 2.845, -4.230], [2.427, 3.311, -3.225], [2.030, -1.613, 0.126], [2.818, -2.410, -1.295], [1.959, -2.117, -2.674], [1.659, -2.423, 1.386], [1.940, -3.891, 1.584], [3.400, -4.237, 1.625], [4.308, -3.483, 2.811], [4.079, -5.040, 0.806], [1.107, -4.796, 0.721], [-0.202, -4.104, -0.057], [1.252, -6.110, 0.536], [1.741, -1.521, 5.612], [1.066, -3.367, 6.102], [-0.441, -3.340, 3.880], [-3.630, 0.426, 4.254], [-2.228, -0.846, 4.498], [-4.946, -1.248, 3.368], [-4.952, 0.309, 2.277], [-4.912, -1.076, 0.068], [-6.165, -1.817, 1.269], [-5.662, -3.228, -0.836], [-3.804, -2.676, -1.045], [-4.035, -5.579, 0.242], [-4.908, -5.489, -1.437], [-3.075, -4.977, -1.282], [1.245, 2.977, 0.450], [0.814, 2.760, 2.272], [2.580, 1.846, -0.847], [3.049, 0.388, -1.940], [0.169, 0.361, -2.496], [0.228, 2.071, -1.595], [1.850, 1.301, -4.272], [0.308, 3.103, -5.343], [-0.896, 2.131, -4.121], [-0.122, 3.880, -3.658], [3.419, 2.889, -2.718], [2.769, 3.936, -4.159], [1.946, 4.025, -2.411], [4.156, -1.868, -1.384], [2.899, -3.842, -1.187], [2.580, -1.587, -3.332], [3.634, -3.003, 3.654], [4.872, -2.590, 2.254], [5.152, -4.177, 3.244], [0.110, -3.317, -0.865], [-0.773, -4.970, -0.648], [-0.978, -3.677, 0.716], [0.182, 8.853, -3.533], [-0.144, 7.778, -4.475], [0.340, 6.639, -3.961], [0.239, 5.548, -4.497], [0.983, 6.909, -2.703], [1.525, 6.087, -1.982], [0.904, 8.217, -2.425], [-1.037, 9.478, -3.044], [1.029, 9.845, -4.178]],
  "forces_ev_per_a": [[-1.22, 0.10, -3.62], [1.46, -0.02, 2.60], [0.34, 1.12, -1.52], [1.84, -1.56, -4.01], [2.65, 0.37, 5.09], [-4.79, -0.84, -8.15], [3.18, -2.79, 0.35], [-1.90, -0.60, 0.69], [-0.57, 0.63, 1.84], [-1.55, 0.14, -0.25], [-0.45, 0.31, -0.21], [-0.95, 1.10, -1.80], [0.45, -0.19, -0.81], [0.35, -0.18, -0.04], [-0.15, -3.44, 1.13], [0.06, -0.52, 0.65], [-2.38, 7.40, 2.79], [3.52, -8.59, -2.94], [1.65, 0.93, 0.87], [-1.20, 0.23, 2.39], [-0.18, 0.69, 0.66], [0.23, 1.13, 0.04], [-0.24, 0.20, 0.36], [0.95, -0.42, 0.61], [0.34, -0.55, 1.12], [-1.43, 1.61, 3.74], [-1.33, 0.85, -4.98], [2.41, -0.20, 2.30], [-1.84, 3.48, 2.60], [0.68, 0.34, -3.04], [5.38, -2.72, -1.66], [-0.44, 0.87, -0.79], [-5.16, 4.84, 4.60], [-1.84, -5.51, -2.39], [-0.19, -0.93, 0.01], [0.03, 8.45, 1.93], [-0.98, -2.22, -0.81], [-0.48, 2.25, -1.74], [2.50, 1.55, -0.16], [2.34, -0.71, -1.04], [-0.48, 1.60, -1.53], [1.23, 0.79, -1.91], [0.92, -2.18, 0.16], [0.12, -0.98, 2.37], [2.14, 0.55, -0.16], [2.30, -0.14, 1.04], [-1.78, -1.44, 1.03], [-0.24, 1.38, -1.75], [1.60, 1.31, 1.47], [-2.24, 0.06, 1.15], [-1.28, -1.43, 1.17], [-0.67, -0.91, -2.42], [-0.80, -2.39, -0.76], [-1.88, 0.52, 1.32], [1.47, 1.72, 0.53], [1.30, -1.93, -1.22], [-0.96, 1.59, 1.06], [-0.91, -0.53, 2.21], [1.70, 1.40, -0.49], [0.19, -2.73, -1.32], [-1.89, 0.69, -1.18], [-1.01, -1.31, 1.83], [0.94, -1.29, -2.01], [-0.71, -0.50, 0.82], [-0.14, 0.96, 1.26], [-0.92, -0.33, 0.80], [1.35, -1.17, -1.76], [-1.25, -1.90, 1.17], [-2.04, 1.14, -1.06], [-0.53, -1.27, 1.70], [1.62, 1.77, 1.51], [1.70, -0.53, -1.46], [-0.75, 3.22, -0.34], [0.57, -1.53, 0.56], [-2.16, -0.33, -4.12], [0.35, 1.50, 0.53], [1.94, 1.31, 3.98], [-0.57, 0.54, -0.61], [0.20, -1.72, -0.21], [1.59, -0.82, -0.63], [-1.11, -1.30, 0.85]],
  "lowdin_charge": [0.02, -0.13, 0.03, 0.10, -0.20, 0.04, -0.05, -0.16, -0.21, -0.17, -0.19, -0.22, -0.25, -0.10, 0.01, -0.11, -0.60, -0.08, 0.71, 0.01, -0.16, -0.17, -0.36, -0.10, -0.11, -0.12, 0.79, -0.28, -0.09, 0.02, -0.28, -0.01, -0.01, -0.28, -0.02, 0.01, 0.08, 0.09, 0.13, 0.17, 0.16, 0.14, 0.15, 0.13, 0.14, 0.13, 0.13, 0.09, 0.09, 0.06, 0.14, 0.16, 0.12, 0.10, 0.11, 0.09, 0.13, 0.10, 0.08, 0.08, 0.07, 0.11, 0.07, 0.03, 0.04, -0.01, 0.07, 0.10, 0.11, 0.06, 0.10, 0.10, -0.96, 0.24, -0.37, 0.08, -0.38, 0.10, 0.23, 0.07, 0.07]
}